1.
19
Properties=species:S:1:pos:R:3:forces:R:3 method="wB97M-V/def2-TZVPD" e_above_lowest_ev=1.003 charge=-1 spin_multiplicity=1
H -1.65097 -0.68934 3.08177 -0.4 0.4 -0.2
S 1.85660 0.59870 -2.33404 0.3 0.1 -0.3
H 0.95423 -1.40953 -1.23783 0.3 0.1 0.2
C 0.12767 -0.68915 1.29206 0.3 2.1 -0.8
H 0.35050 -0.34147 2.31235 0.1 0.1 0.2
H -2.79071 0.85351 0.49780 0.3 0.0 -0.6
H -1.16525 1.25686 -0.19917 -0.2 0.5 0.0
H 0.36401 -1.75405 1.29499 -0.4 -0.1 -0.4
H 0.91464 1.18339 0.50047 -0.2 0.2 -0.4
C 0.87455 -0.31740 -1.14670 -0.7 0.6 0.9
H -0.19104 -0.11512 -1.24555 -0.2 -0.2 -0.8
H -1.74658 1.70322 1.48441 1.0 -0.1 0.2
H -3.16245 -0.78602 2.06430 0.3 0.5 -0.3
C 1.05976 0.12483 0.31099 0.6 -2.1 1.3
C -1.70773 0.94214 0.68325 -0.9 -0.6 0.1
C -2.07735 -0.94652 2.08430 0.3 -1.8 0.8
N -1.29346 -0.41526 1.00936 -0.2 -0.3 0.5
H 2.08390 -0.08111 0.68316 -0.2 0.1 -0.4
H -1.98380 -2.05596 2.07173 0.0 0.4 -0.1



2.
99
Properties=species:S:1:pos:R:3:forces:R:3 method="wB97M-V/def2-TZVPD" charge=-1 spin_multiplicity=1
C -0.23387 2.32659 -3.14770 -0.1 0.2 0.2
H 2.94713 -2.26041 0.60730 -0.4 0.0 -0.4
H 5.63113 -1.22341 -1.64470 0.5 -0.4 -1.6
H 2.09313 -0.42841 2.22630 -1.0 -0.9 0.4
H -0.16187 -4.48741 1.43530 0.8 1.5 -1.4
H -1.02287 3.06859 -3.17270 -0.4 0.0 0.2
H -1.41387 0.86759 -0.30970 -0.3 0.3 -0.7
H 1.82213 4.08159 -3.43370 0.3 0.3 -0.7
H 0.93913 4.08859 2.69130 0.3 0.1 -0.7
H -4.27087 1.67059 -2.20270 -0.4 0.2 -0.8
H -4.09187 1.46259 2.48830 -0.6 -0.3 -0.1
H -1.68287 -0.28241 -3.28270 0.2 -0.1 -1.4
H 0.13313 2.29459 -4.15970 0.5 -0.3 -0.4
H -3.33387 2.46459 -3.51670 0.1 0.5 -0.6
H -2.47487 1.11259 2.02830 -0.4 -0.5 0.0
C -3.37587 0.18259 -3.60770 -6.9 4.6 0.9
H -1.48587 -0.88641 5.08830 0.3 -0.1 -0.8
C 0.54313 -2.62941 4.46930 -0.7 1.3 -0.4
O -2.14487 -2.93241 -0.40070 -0.6 0.3 0.1
H 4.75113 -2.28041 -0.66870 -0.2 -0.8 0.8
C -2.11487 3.89859 -0.04870 -1.3 -0.5 -1.6
C 1.28713 4.12259 -2.50970 1.2 -0.4 2.3
H 5.05713 -1.97341 2.07630 -1.1 0.5 -0.9
H 5.10413 1.58359 2.36730 -0.1 0.1 -0.3
H 1.48813 -1.94641 -0.33270 1.1 -1.1 0.7
H -2.68087 3.16859 0.53130 -0.2 0.8 1.5
C -2.83487 -2.47941 0.75030 0.8 0.2 -0.5
O -3.82087 0.74259 0.52030 -1.4 2.0 -1.3
H -0.87887 -0.21841 0.80130 0.0 -0.7 0.8
H 1.28713 0.98159 -1.84270 0.6 -0.7 0.0
H -2.67087 1.59059 -2.17770 2.3 0.1 1.4
H 0.37613 2.69159 -1.16770 -0.8 1.2 0.6
H -3.61587 -0.23941 2.13230 -0.1 -1.5 1.4
H -2.37287 5.75059 0.55130 -1.3 0.8 0.2
H -2.46087 -1.11641 3.67030 -0.6 0.3 -0.5
O -1.37787 -3.33141 3.29330 -4.5 -6.7 -0.2
C 0.85013 2.72259 -2.14070 -4.5 2.7 -0.6
C 0.54213 -3.35441 -3.12970 1.6 -0.9 -1.2
C -3.40987 1.60459 -2.89270 -2.6 -1.4 0.0
H 0.67813 -4.09641 -4.01570 0.0 1.1 1.7
H -3.99087 0.26959 -4.50570 -0.9 0.1 0.1
C -0.04887 -0.63341 -1.09370 -0.6 2.1 -0.1
H -0.33787 -2.02041 2.51530 1.0 0.4 0.9
C -3.52587 0.76359 1.87230 2.0 1.4 0.5
C 4.63513 -1.44941 -1.31270 -1.3 0.6 -1.1
H 0.07513 4.93159 0.47330 1.2 0.1 0.0
O -0.93787 -1.10741 -1.80470 -0.7 -0.8 -0.6
H 6.22413 0.27559 2.31230 0.0 0.1 -0.7
O 2.22113 -3.97641 2.17030 -3.6 2.4 -4.7
H 1.09313 -3.64741 -2.20770 -0.1 -0.4 -0.6
O 3.58713 -1.65841 -2.29770 2.1 0.0 0.3
O 1.74513 1.79659 -2.03870 5.0 -2.8 -0.4
H -0.06387 3.15959 1.60430 -0.4 0.1 0.0
O -1.66887 5.15959 0.40230 1.8 -1.5 0.8
H 4.48513 -0.53041 -0.79270 -0.8 0.5 1.0
O 1.18513 -0.75541 -1.28970 -0.3 0.6 0.1
H -2.95287 -3.36441 1.29930 -0.4 -1.1 1.2
H 0.41413 -2.63541 5.56230 -0.7 0.1 -0.3
H -1.35487 3.21559 -0.40970 0.9 0.8 -0.3
H -2.26287 -3.07141 3.44930 -1.7 -0.5 0.0
O 1.00713 -2.09141 -3.54370 -0.3 -0.2 -0.5
H -3.79687 -2.01941 0.60130 -0.5 0.2 -0.7
C 5.29813 0.64859 1.83030 0.3 0.5 0.9
H 1.22813 -1.83041 4.24330 0.7 0.3 0.1
N 2.05313 -2.60241 0.25030 1.5 1.8 -0.1
H -4.02487 -0.43041 -1.65670 0.1 -0.3 -0.3
H 1.01313 -3.53541 4.18430 0.4 -0.8 -0.5
H 5.39713 0.84859 0.74030 0.0 -0.3 0.8
H -1.88287 -2.16241 -0.93270 0.0 0.1 -0.4
O 1.00013 4.60259 0.60230 -0.9 0.7 0.0
O 4.36113 -1.42841 1.62730 3.3 -13.1 -6.0
C 0.89013 3.69159 1.64730 -0.6 -1.1 0.9
H -0.64087 1.35559 -2.88970 -0.1 0.0 -0.1
C -1.43487 -1.03841 3.97930 0.5 -0.5 1.5
H 1.57613 2.85859 1.53130 0.7 0.3 0.0
H -4.93587 -1.17441 -3.02470 0.7 0.2 0.4
C 4.19013 -0.37041 2.16630 -1.6 10.9 3.6
C -3.93087 -0.81641 -2.68670 -1.1 -2.1 1.3
H 2.74413 -1.36141 -1.93570 0.3 0.0 0.0
H -0.90887 -0.22241 3.49130 -0.4 0.4 0.2
H 2.71713 1.15059 2.23230 -0.1 0.8 0.2
H -3.24687 -1.68741 -2.66770 -0.5 0.3 0.1
C 2.83013 0.18759 1.78430 0.2 0.3 0.8
H 1.88513 4.57559 -1.67370 -0.2 -0.4 -1.0
H -0.48787 -3.32841 -2.88970 -1.4 0.0 0.2
C -0.68487 -2.31141 3.54930 5.8 6.0 0.4
H 2.60713 0.24059 0.74130 0.3 0.1 -0.9
H -2.24887 -1.77541 1.34030 0.3 0.0 0.0
H 0.86013 -1.53141 -2.76370 0.4 -0.1 -0.7
C 1.48913 -3.42241 1.09330 4.7 -3.1 4.7
H -0.33287 -3.34441 0.08930 0.4 -0.4 0.4
H -2.77887 4.13459 -0.86570 -0.2 -0.4 -0.8
O -2.23787 -0.03441 -4.07670 8.5 -2.3 -1.1
H 0.26013 1.00459 0.32630 -0.3 -0.3 -0.3
C -0.52487 0.32359 -0.04970 0.8 0.8 1.3
H 0.38313 4.68159 -2.55070 -0.6 0.8 -0.4
N 0.29413 -3.80341 0.76130 -3.8 -2.7 1.7
H -4.29687 1.58859 0.37330 0.4 -0.9 -0.6
H 4.19213 -0.60341 3.19030 -0.2 1.2 2.6



3.
16
Properties=species:S:1:pos:R:3:forces:R:3 method="wB97M-V/def2-TZVPD" e_above_lowest_ev=3.629 charge=0 spin_multiplicity=1
H -0.24840 -0.84189 2.05896 -0.3 0.2 -0.1
O 1.52329 0.97903 2.16060 0.0 -0.3 -0.2
O 0.15050 -1.54784 0.16894 0.2 0.8 0.8
O -2.50674 1.58583 -0.00314 0.3 -0.3 -0.3
C -1.80796 -0.45345 -1.24084 0.8 -0.9 -0.1
H 1.54762 0.65700 -0.96486 0.0 0.0 0.1
C 0.13275 -0.60712 1.04967 0.3 -1.2 -0.5
H -0.97885 -1.18853 -0.77972 -0.9 0.7 -0.5
C 2.17649 0.46438 -0.09231 0.1 0.0 0.1
H -0.80691 0.27171 0.61937 -0.5 0.4 -0.3
C -1.90634 0.63990 -0.33145 0.3 0.1 1.3
H -1.41969 -0.11233 -2.20126 -0.1 0.0 0.0
H 2.90674 1.26254 0.02526 0.0 -0.1 0.0
H 2.66849 -0.49275 -0.27533 0.0 0.0 0.0
H -2.76240 -0.96718 -1.34048 0.0 0.1 0.0
C 1.33142 0.35071 1.14659 -0.2 0.6 -0.2



Per-record orbital gap, hartree: 0.2066, 0.2791, 0.3195